ORCA calculation (the ωB97M-V functional and the def2-TZVPD basis) on an isolated ion of composition C16H34NO2 and charge +1.

Bonds (Å) are listed after each position.
Positions of all 53 atoms, in Å:
1 O 0.23173 0.52873 0.25843  C11 1.420, C13 1.446
2 O 1.87527 -1.18853 2.06553  C16 1.412, H21 0.962
3 N 2.75384 -0.03914 -0.12461  C17 1.489, C19 1.478, H42 1.062, H44 1.027
4 C -1.31779 2.95449 -0.19983  C14 1.530, H29 1.087, H30 1.085, H43 1.088
5 C -2.12301 -2.45058 0.01689  C7 1.529, C9 1.526, C12 1.527, H23 1.096
6 C -3.45211 -0.31326 -0.27539  C12 1.525, C15 1.538, H45 1.091, H51 1.088
7 C -0.95679 -1.58033 0.48514  C5 1.529, C13 1.531, H22 1.092, H49 1.094
8 C -3.73627 2.56521 -0.53541  C14 1.531, H28 1.087, H37 1.088, H46 1.085
9 C -2.01483 -2.84172 -1.45445  C5 1.526, H33 1.088, H38 1.087, H52 1.086
10 C 5.01983 -0.06583 -1.10041  C17 1.520, H20 1.086, H34 1.088, H36 1.086
11 C 0.46394 0.78711 1.63569  O1 1.420, C16 1.546, H27 1.096, H48 1.091
12 C -3.41622 -1.70667 0.34225  C5 1.527, C6 1.525, H35 1.090, H41 1.093
13 C -0.96607 -0.17939 -0.13332  O1 1.446, C7 1.531, C15 1.539, H25 1.096
14 C -2.35152 1.92240 -0.65389  C4 1.530, C8 1.531, C15 1.550, H32 1.096
15 C -2.27372 0.58849 0.13081  C6 1.538, C13 1.539, C14 1.550, H24 1.096
16 C 1.82873 0.22253 2.09369  O2 1.412, C11 1.546, C19 1.536, H39 1.098
17 C 3.57752 0.37354 -1.29376  N3 1.489, C10 1.520, C18 1.522, H47 1.094
18 C 2.95780 -0.24175 -2.53990  C17 1.522, H31 1.088, H50 1.086, H53 1.087
19 C 2.95189 0.68044 1.15073  N3 1.478, C16 1.536, H26 1.091, H40 1.090
20 H 5.47035 0.40481 -0.23119  C10 1.086
21 H 1.33678 -1.55938 2.77172  O2 0.962
22 H -1.02836 -1.49412 1.57186  C7 1.092
23 H -2.09988 -3.37659 0.60239  C5 1.096
24 H -2.35018 0.80690 1.20202  C15 1.096
25 H -0.83118 -0.25947 -1.21774  C13 1.096
26 H 3.92378 0.43139 1.57870  C19 1.091
27 H 0.47442 1.87267 1.78586  C11 1.096
28 H -3.71198 3.56431 -0.96298  C8 1.087
29 H -1.47364 3.88527 -0.73956  C4 1.087
30 H -0.30282 2.62513 -0.39854  C4 1.085
31 H 2.99062 -1.32787 -2.49520  C18 1.088
32 H -2.16765 1.69747 -1.71119  C14 1.096
33 H -1.08734 -3.38098 -1.63524  C9 1.088
34 H 5.08332 -1.14636 -0.99200  C10 1.088
35 H -4.27229 -2.27655 -0.02018  C12 1.090
36 H 5.60697 0.21721 -1.96875  C10 1.086
37 H -4.03050 2.65272 0.50805  C8 1.088
38 H -2.84122 -3.49438 -1.72235  C9 1.087
39 H 2.02830 0.60410 3.10347  C16 1.098
40 H 2.89085 1.75504 0.97772  C19 1.090
41 H -3.51346 -1.62232 1.42752  C12 1.093
42 H 1.71633 0.09006 -0.30914  N3 1.062
43 H -1.43000 3.16159 0.86255  C4 1.088
44 H 2.89072 -1.03821 0.07175  N3 1.027
45 H -3.47063 -0.39617 -1.36302  C6 1.091
46 H -4.49440 2.00184 -1.06951  C8 1.085
47 H 3.52221 1.46464 -1.35536  C17 1.094
48 H -0.33002 0.36906 2.25673  C11 1.091
49 H -0.00583 -2.06584 0.24869  C7 1.094
50 H 3.50897 0.07257 -3.42081  C18 1.086
51 H -4.38034 0.16134 0.03618  C6 1.088
52 H -2.04312 -1.97655 -2.10996  C9 1.086
53 H 1.92533 0.07737 -2.66110  C18 1.087

Properties
ΔE to the lowest compared entry with this formula, charge and spin, kcal/mol: 0.00
Structure (SMILES): CC(C)[NH2+]C[C@H](O)CO[C@H]1C[C@H](C)CC[C@@H]1C(C)C
Kohn-Sham gap, eV: 10.545
Calculated total energy, Eh: -835.0773
Highest occupied orbital energy, Eh: -0.4710
E_LUMO, eV: -2.27
Net charge: +1

The net atomic charges from Löwdin, expressed in e, are: number 1, O, carries -0.175; number 2, O, carries -0.010; number 3, N, carries 0.055; number 4, C, carries -0.067; number 5, C, carries -0.363; number 6, C, carries -0.149; number 7, C, carries -0.110; number 8, C, carries -0.069; number 9, C, carries -0.054; number 10, C, carries -0.032; number 11, C, carries -0.130; number 12, C, carries -0.155; number 13, C, carries -0.255; number 14, C, carries -0.374; number 15, C, carries -0.231; number 16, C, carries -0.308; number 17, C, carries -0.375; number 18, C, carries -0.029; number 19, C, carries -0.060; number 20, H, carries 0.081; number 21, H, carries 0.119; number 22, H, carries 0.116; number 23, H, carries 0.141; number 24, H, carries 0.155; number 25, H, carries 0.158; number 26, H, carries 0.140; number 27, H, carries 0.132; number 28, H, carries 0.080; number 29, H, carries 0.082; number 30, H, carries 0.063; number 31, H, carries 0.094; number 32, H, carries 0.144; number 33, H, carries 0.081; number 34, H, carries 0.095; number 35, H, carries 0.121; number 36, H, carries 0.096; number 37, H, carries 0.092; number 38, H, carries 0.087; number 39, H, carries 0.163; number 40, H, carries 0.151; number 41, H, carries 0.122; number 42, H, carries 0.140; number 43, H, carries 0.086; number 44, H, carries 0.178; number 45, H, carries 0.126; number 46, H, carries 0.074; number 47, H, carries 0.157; number 48, H, carries 0.133; number 49, H, carries 0.120; number 50, H, carries 0.096; number 51, H, carries 0.113; number 52, H, carries 0.070; number 53, H, carries 0.084